# 1
The following is a DFT calculation (wB97M-V/def2-TZVPD) of a structure of composition C21H25BClF6NO2S in a non-equilibrium geometry.

Relative energy (zero: lowest compared OMol25 entry of this formula, charge and spin), kcal per mole: 60.7
Orbital gap, eV: 4.1419

Geometry as ORCA input:
```
! RIJCOSX wB97M-V def2-TZVPD def2/J DEFGRID3
* xyz 0 1
C -1.642 -1.323 -1.616
N -0.544 -1.459 -0.642
C -0.143 -2.837 -0.466
C 0.189 -0.308 -0.189
Cl 1.533 -2.580 -3.863
H -1.625 -2.082 -2.444
H -2.584 -1.454 -1.037
H -1.621 -0.317 -2.085
H -0.868 -3.333 0.204
H -0.147 -3.427 -1.405
H 0.852 -2.935 -0.042
H 0.453 0.241 -1.110
C 1.304 4.421 1.692
C 0.841 3.040 1.378
C 0.906 2.007 2.341
C 0.323 0.799 1.999
C -0.396 0.709 0.716
B 2.503 -1.783 -2.635
C -1.921 0.677 0.761
C -2.775 1.378 -0.103
C -4.050 0.855 -0.331
C -4.927 1.320 -1.456
F -6.144 1.764 -1.003
F -4.372 2.318 -2.192
F -5.179 0.289 -2.335
C -4.539 -0.215 0.405
C -3.740 -0.747 1.390
C -4.191 -1.970 2.122
F -3.501 -3.086 1.690
F -3.954 -1.863 3.464
F -5.511 -2.243 1.940
C -2.460 -0.252 1.644
O 2.666 -0.420 -2.775
C 2.937 0.417 -1.630
C 3.714 -0.345 -0.567
C 5.099 -0.796 -1.068
C 3.902 0.522 0.657
C 2.677 -1.433 -0.237
O 2.638 -2.340 -1.369
S 0.083 2.474 -0.022
H 1.507 4.517 2.768
H 2.236 4.681 1.179
H 0.564 5.182 1.433
H 1.401 2.188 3.306
H 0.286 -0.090 2.627
H -2.483 2.282 -0.651
H -5.530 -0.610 0.231
H -1.863 -0.650 2.466
H 3.469 1.307 -1.987
H 2.002 0.788 -1.151
H 5.672 -1.297 -0.274
H 5.053 -1.467 -1.941
H 5.684 0.091 -1.359
H 4.414 -0.025 1.460
H 4.511 1.396 0.403
H 2.931 0.875 1.021
H 2.933 -2.037 0.662
H 1.426 -0.816 0.029
*
```


# 2
The following is a DFT calculation (wB97M-V/def2-TZVPD) of a cluster of 2 separate species, C4H11NOS in total in a non-equilibrium geometry.

Relative energy (zero: lowest compared OMol25 entry of this formula, charge and spin), kcal per mole: 20.7
Orbital gap, eV: 9.4523
SMILES: CC(N)=O.CSC

Geometry as ORCA input:
```
! RIJCOSX wB97M-V def2-TZVPD def2/J DEFGRID3
* xyz 0 1
C -0.069 0.526 -2.142
C -1.300 1.380 -2.338
O -2.085 1.081 -3.215
N -1.452 2.462 -1.509
H 0.345 0.376 -3.154
H -0.383 -0.500 -1.978
H -2.315 2.992 -1.535
H -0.808 2.617 -0.777
H 0.789 0.959 -1.628
C 0.216 -2.443 2.323
C 0.920 0.132 1.695
S 1.699 -1.416 2.210
H -0.262 -2.593 3.287
H -0.625 -2.315 1.616
H 0.493 -3.430 1.932
H 0.437 0.203 0.718
H 1.777 0.805 1.725
H 0.252 0.525 2.454
*
```


# 3
The following is a DFT calculation (wB97M-V/def2-TZVPD) of the molecule C21H24N4O4S in a non-equilibrium geometry.

Relative energy (zero: lowest compared OMol25 entry of this formula, charge and spin), kcal per mole: 53.2
Orbital gap, eV: 8.0268
SMILES: COc1ccc(NC(=O)CSc2nnc(-c3ccoc3C)n2C[C@@H]2CCCO2)cc1

Geometry as ORCA input:
```
! RIJCOSX wB97M-V def2-TZVPD def2/J DEFGRID3
* xyz 0 1
C -7.302 -1.525 -2.063
H -7.838 -2.277 -2.641
O -6.069 -2.110 -1.728
C -5.182 -1.377 -0.992
C -5.397 -0.080 -0.541
C -4.428 0.573 0.203
C -3.230 -0.058 0.508
C -3.013 -1.360 0.054
C -3.975 -2.009 -0.686
H -3.819 -3.015 -1.042
H -2.082 -1.855 0.286
N -2.215 0.536 1.263
C -2.158 1.789 1.755
O -3.005 2.652 1.649
C -0.864 2.051 2.530
H -0.971 2.980 3.089
H -0.614 1.225 3.194
S 0.570 2.322 1.437
C 1.063 0.684 1.155
N 0.397 -0.394 1.487
N 1.134 -1.453 1.128
C 2.246 -1.026 0.581
N 2.257 0.351 0.587
C 3.189 1.294 0.041
H 3.055 2.236 0.582
H 4.208 0.932 0.191
C 2.902 1.526 -1.457
O 1.567 1.956 -1.639
C 1.569 3.346 -1.893
C 2.843 3.593 -2.701
H 3.178 4.625 -2.648
C 3.822 2.614 -2.048
H 4.531 2.199 -2.761
H 4.379 3.105 -1.249
H 2.675 3.324 -3.744
H 0.650 3.580 -2.429
H 1.587 3.908 -0.948
H 2.992 0.569 -1.986
C 3.283 -1.907 0.114
C 3.324 -3.260 0.383
O 4.415 -3.806 -0.177
C 5.081 -2.828 -0.816
C 4.442 -1.640 -0.677
H 4.757 -0.711 -1.103
H 5.985 -3.098 -1.326
C 2.399 -4.132 1.143
H 1.678 -4.594 0.469
H 1.845 -3.533 1.860
H 2.957 -4.921 1.643
H -1.384 -0.051 1.404
H -4.604 1.579 0.547
H -6.316 0.440 -0.758
H -7.885 -1.274 -1.170
H -7.170 -0.626 -2.675
*
```


# 4
The following is a DFT calculation (wB97M-V/def2-TZVPD) of a structure of composition C30H73IN6O13S in a non-equilibrium geometry.

Orbital gap, eV: 9.0548

Geometry as ORCA input:
```
! RIJCOSX wB97M-V def2-TZVPD def2/J DEFGRID3
* xyz 0 1
C 0.921 -0.418 -1.651
C 2.035 -1.313 -1.105
O 2.342 -2.257 -1.720
O 2.769 -1.071 0.066
C 2.228 -0.136 0.923
O 1.147 -0.200 1.347
C 3.126 1.034 1.407
C 3.557 2.029 0.301
O 2.624 2.197 -0.764
S 3.329 3.422 -1.616
O 2.835 3.266 -2.927
O 3.233 4.670 -0.951
O 4.894 2.980 -1.354
C 4.924 1.885 -0.406
I 5.265 0.169 -1.706
H 1.277 0.499 -2.154
H 0.386 -1.008 -2.435
H 0.166 -0.111 -0.909
H 2.495 1.602 2.112
H 3.984 0.668 2.004
H 3.695 2.982 0.864
H 5.835 1.908 0.208
C -1.507 -2.404 -7.900
C -0.304 -1.614 -7.397
C 0.079 -1.937 -5.943
O -0.766 -1.344 -4.969
C -1.961 -2.061 -4.708
N -0.565 -0.183 -7.580
H -2.449 -2.033 -7.495
H -1.578 -2.332 -8.987
H -1.417 -3.462 -7.643
H 0.548 -1.887 -8.027
H 1.074 -1.522 -5.758
H 0.160 -3.019 -5.779
H -1.813 -3.143 -4.775
H -2.755 -1.744 -5.387
H -2.281 -1.818 -3.693
H 0.273 0.336 -7.327
H -1.241 0.092 -6.869
C 5.224 -5.734 2.577
C 4.472 -4.666 1.788
C 4.638 -4.793 0.265
O 5.884 -4.331 -0.230
C 6.943 -5.266 -0.145
N 4.885 -3.341 2.266
H 6.298 -5.550 2.608
H 4.875 -5.755 3.611
H 5.059 -6.726 2.150
H 3.407 -4.791 2.010
H 3.883 -4.157 -0.207
H 4.440 -5.817 -0.078
H 6.598 -6.292 -0.302
H 7.454 -5.182 0.817
H 7.667 -5.021 -0.923
H 4.316 -2.638 1.800
H 5.822 -3.170 1.907
C -2.466 -3.825 1.442
C -1.243 -3.038 1.902
C -0.844 -3.313 3.363
O -1.663 -2.668 4.329
C -2.866 -3.349 4.640
N -1.479 -1.612 1.670
H -3.396 -3.422 1.845
H -2.549 -3.792 0.355
H -2.392 -4.875 1.737
H -0.403 -3.350 1.272
H 0.161 -2.909 3.517
H -0.781 -4.390 3.566
H -2.741 -4.435 4.612
H -3.666 -3.043 3.962
H -3.162 -3.061 5.650
H -0.625 -1.108 1.897
H -2.142 -1.299 2.377
C -0.271 1.215 7.336
C -0.565 0.028 6.423
C 0.697 -0.694 5.928
O 1.388 -0.018 4.888
C 2.280 0.996 5.316
N -1.397 0.481 5.305
H 0.096 2.083 6.787
H -1.179 1.527 7.854
H 0.470 0.952 8.096
H -1.144 -0.693 7.008
H 0.383 -1.650 5.498
H 1.378 -0.933 6.755
H 2.769 0.747 6.262
H 1.761 1.954 5.398
H 3.049 1.102 4.548
H -1.663 -0.332 4.751
H -0.800 1.017 4.677
C -1.584 5.261 -6.303
C -2.920 4.768 -6.849
C -3.664 3.823 -5.891
O -3.151 2.503 -5.853
C -2.035 2.323 -4.998
N -2.696 4.148 -8.160
H -0.808 4.496 -6.344
H -1.226 6.109 -6.889
H -1.682 5.593 -5.266
H -3.554 5.649 -6.995
H -4.694 3.725 -6.249
H -3.726 4.244 -4.879
H -2.096 2.949 -4.104
H -1.107 2.521 -5.539
H -2.017 1.276 -4.686
H -3.596 3.902 -8.565
H -2.250 3.247 -7.999
C -3.799 2.845 2.258
C -3.752 3.152 3.752
C -4.863 4.109 4.216
O -4.640 5.472 3.893
C -5.017 5.840 2.578
N -2.420 3.661 4.089
H -3.435 3.674 1.650
H -3.169 1.983 2.030
H -4.816 2.606 1.937
H -3.897 2.205 4.281
H -4.901 4.072 5.309
H -5.848 3.783 3.859
H -5.903 5.296 2.239
H -4.189 5.684 1.883
H -5.246 6.906 2.583
H -2.362 3.777 5.098
H -2.358 4.612 3.733
*
```


# 5
The following is a DFT calculation (wB97M-V/def2-TZVPD) of a cluster of 2 separate species, C6H11IS3 in total in a non-equilibrium geometry.

Relative energy (zero: lowest compared OMol25 entry of this formula, charge and spin), kcal per mole: 23.1
Orbital gap, eV: 8.5384
SMILES: CSC1=C(I)[C@@H]1SC.CS

Geometry as ORCA input:
```
! RIJCOSX wB97M-V def2-TZVPD def2/J DEFGRID3
* xyz 0 1
C -0.187 0.439 1.568
C -0.066 1.842 1.022
C -1.123 0.854 0.740
C -0.811 -1.659 3.029
C 0.229 2.435 -1.660
C 1.418 -1.588 -1.567
S 0.599 -0.588 2.569
S 1.242 2.485 -0.152
S -0.089 -1.653 -2.575
I -3.048 0.547 0.014
H 0.231 -2.765 -3.403
H -0.347 2.681 1.633
H -1.682 -1.172 2.499
H -0.870 -1.833 4.054
H -0.734 -2.646 2.525
H -0.021 3.463 -2.021
H -0.709 1.883 -1.483
H 0.807 1.857 -2.393
H 1.706 -2.598 -1.381
H 1.167 -0.788 -0.900
H 2.287 -1.196 -2.118
*
```


# 6
The following is a DFT calculation (wB97M-V/def2-TZVPD) of the molecule C24H34N2O6.

Relative energy (zero: lowest compared OMol25 entry of this formula, charge and spin), kcal per mole: 0.0
Orbital gap, eV: 9.2463
SMILES: CCOC(=O)C1CCN(C(=O)c2ccc(OC3CCN(C(=O)CCOC)CC3)cc2)CC1

Geometry as ORCA input:
```
! RIJCOSX wB97M-V def2-TZVPD def2/J DEFGRID3
* xyz 0 1
C -9.873 -2.337 -0.243
C -8.676 -1.731 -0.952
H -8.962 -0.825 -1.498
H -8.226 -2.437 -1.659
O -7.695 -1.373 0.025
C -6.414 -1.397 -0.343
O -6.037 -1.706 -1.444
C -5.516 -1.012 0.823
C -4.037 -1.080 0.437
H -3.821 -2.039 -0.036
H -3.431 -0.989 1.340
C -3.665 0.045 -0.536
N -4.033 1.329 0.012
C -3.175 2.246 0.523
O -3.555 3.186 1.199
C -1.731 2.081 0.175
C -1.294 2.092 -1.148
C 0.051 2.025 -1.437
C 0.999 1.942 -0.413
C 0.565 1.941 0.909
C -0.788 2.025 1.190
H -1.119 2.045 2.218
H 1.263 1.891 1.729
O 2.291 1.882 -0.829
C 3.348 1.791 0.113
C 3.501 0.356 0.640
H 2.561 0.010 1.071
H 4.270 0.345 1.414
C 3.906 -0.570 -0.511
N 5.140 -0.113 -1.102
C 6.374 -0.648 -0.944
O 7.357 -0.133 -1.442
C 6.457 -1.958 -0.165
C 7.900 -2.265 0.224
O 8.163 -1.624 1.454
C 9.521 -1.647 1.805
H 9.607 -1.131 2.759
H 9.887 -2.677 1.912
H 10.133 -1.134 1.053
H 8.053 -3.351 0.331
H 8.577 -1.889 -0.554
H 6.057 -2.759 -0.789
H 5.880 -1.892 0.757
C 5.007 1.205 -1.690
C 4.628 2.220 -0.612
H 4.473 3.197 -1.069
H 5.437 2.296 0.116
H 5.963 1.467 -2.146
H 4.229 1.176 -2.458
H 3.991 -1.599 -0.167
H 3.129 -0.530 -1.283
H 3.163 2.483 0.947
H 0.402 2.043 -2.457
H -2.013 2.171 -1.950
C -5.446 1.444 0.306
C -5.865 0.393 1.333
H -6.934 0.466 1.529
H -5.327 0.577 2.265
H -5.621 2.449 0.694
H -6.007 1.308 -0.625
H -2.593 0.018 -0.732
H -4.201 -0.105 -1.478
H -5.725 -1.737 1.619
H -10.637 -2.591 -0.972
H -9.580 -3.237 0.291
H -10.284 -1.628 0.470
*
```


# 7
The following is a DFT calculation (wB97M-V/def2-TZVPD) of a structure of composition C17H22FeN3O3 in a non-equilibrium geometry.

Expectation value of S²: 6.123
Orbital gap (alpha / beta), eV: 2.2721 / 6.6314

Geometry as ORCA input:
```
! RIJCOSX wB97M-V def2-TZVPD def2/J DEFGRID3
* xyz -1 5
O 3.981 -3.512 -2.570
C 3.073 -2.817 -2.773
Fe 1.850 -1.598 -2.319
C 2.815 -0.269 -1.619
O 3.306 0.549 -0.952
C 1.437 -1.946 -0.663
O 1.264 -2.008 0.490
C -0.076 -2.188 -2.629
C -1.431 -1.936 -1.962
C -2.158 -0.526 -2.068
C -1.356 0.676 -1.442
C -0.012 0.736 -2.120
C 0.602 0.065 -3.221
C 0.365 -1.294 -3.658
H 0.122 -3.270 -2.760
H -2.129 -2.573 -2.562
H -1.481 -2.413 -0.959
H -2.435 -0.470 -3.160
H -3.161 -0.606 -1.604
H -1.892 1.641 -1.444
H 0.678 1.546 -1.795
H 1.274 0.662 -3.890
H 0.472 -1.566 -4.719
C -1.549 -1.093 2.302
C -2.077 -0.402 1.044
N -1.068 0.385 0.322
C -0.251 1.034 1.208
N -0.262 0.891 2.568
C -0.974 -0.138 3.291
C 0.597 1.636 3.473
C 0.979 2.955 2.877
C 1.483 2.758 1.449
N 0.528 1.994 0.696
H -2.369 -1.643 2.763
H -0.800 -1.853 2.063
H -2.473 -1.134 0.338
H -2.889 0.288 1.365
H -1.729 0.296 3.961
H -0.289 -0.668 3.953
H 0.078 1.749 4.432
H 1.485 1.031 3.698
H 0.098 3.615 2.950
H 1.777 3.383 3.497
H 1.537 3.739 0.969
H 2.488 2.281 1.489
H 0.573 2.014 -0.309
*
```


# 8
The following is a DFT calculation (wB97M-V/def2-TZVPD) of a cluster of 2 separate species, C17H18N2O4S2 in total in a non-equilibrium geometry.

Relative energy (zero: lowest compared OMol25 entry of this formula, charge and spin), kcal per mole: 398.7
Orbital gap, eV: 8.7589

Geometry as ORCA input:
```
! RIJCOSX wB97M-V def2-TZVPD def2/J DEFGRID3
* xyz 0 1
C 4.087 -0.190 -3.288
C 2.695 -0.126 -4.092
O 2.728 -0.218 -5.227
C 1.446 -0.086 -3.438
C 1.264 0.011 -2.220
C 0.242 0.128 -1.510
C -0.828 0.179 -2.288
C -0.961 -0.163 -3.598
C 0.311 -0.242 -4.227
H 0.374 -0.181 -5.279
H -1.702 -0.215 -4.025
H -1.910 -0.071 -1.712
N -0.004 0.209 -0.179
C -0.749 0.892 0.720
N -1.724 1.594 -0.022
C -2.337 2.423 0.849
O -2.446 2.342 2.007
C -3.335 3.330 0.164
C -4.872 3.381 0.927
C -3.679 4.573 0.972
H -3.950 5.345 0.260
H -3.123 4.697 1.934
H -5.541 3.509 0.225
H -4.820 2.914 1.746
H -3.423 3.016 -0.813
S -0.733 0.829 2.432
C 0.796 -0.164 2.110
C 0.787 -1.524 3.369
H -0.063 -1.499 3.635
H 1.567 -1.277 4.020
S 1.081 -2.991 2.280
O 0.339 -4.136 2.623
O 2.502 -3.010 1.971
C 0.259 -2.126 0.621
H 0.557 -2.697 -0.230
C 0.924 -0.852 0.988
H 1.780 -0.936 0.416
H -0.595 -2.024 1.002
H 1.736 0.349 2.471
H 2.500 -0.024 -1.395
H 4.064 -0.929 -2.628
H 4.455 0.692 -2.712
H 4.997 -0.380 -4.082
*
```


# 9
The following is a DFT calculation (wB97M-V/def2-TZVPD) of the molecule C4H4O3.

Relative energy (zero: lowest compared OMol25 entry of this formula, charge and spin), kcal per mole: 34.7
Orbital gap, eV: 9.1425
SMILES: CC(=O)C(=O)C=O

Geometry as ORCA input:
```
! RIJCOSX wB97M-V def2-TZVPD def2/J DEFGRID3
* xyz 0 1
C 1.281 0.943 0.663
C -0.103 0.791 0.089
O -0.769 1.699 -0.349
C -0.747 -0.598 0.163
O -0.977 -1.081 1.247
C -1.109 -1.368 -1.114
O -0.570 -2.422 -1.342
H 1.218 1.333 1.685
H 1.836 1.660 0.055
H 1.812 -0.010 0.696
H -1.872 -0.948 -1.794
*
```


# 10
The following is a DFT calculation (wB97M-V/def2-TZVPD) of a structure of composition C13H18NO7S2Tm in a non-equilibrium geometry.

Expectation value of S²: 2.015
Orbital gap (alpha / beta), eV: 1.5060 / 1.5418

Geometry as ORCA input:
```
! RIJCOSX wB97M-V def2-TZVPD def2/J DEFGRID3
* xyz 2 3
C 4.271 -1.391 1.482
C 4.577 0.028 0.784
C 4.843 1.074 2.017
C 3.359 0.639 -0.059
C 3.845 2.045 -0.745
C 2.844 -0.275 -1.262
O 2.218 -1.514 -0.855
S 0.573 -1.310 -0.530
O 0.260 -2.273 0.601
O 0.267 0.106 -0.041
N -0.287 -1.609 -1.974
S -1.907 -2.128 -1.622
O -1.786 -3.562 -1.153
O -2.837 -1.975 -2.789
O -2.485 -1.083 -0.396
C -3.862 -1.326 -0.177
O -4.335 -2.491 -0.062
C -4.962 -0.158 -0.018
C -6.381 -0.526 -0.650
C -7.561 0.463 -0.544
C -7.334 1.827 0.189
C -5.910 2.175 0.774
C -4.703 1.193 0.687
H 3.182 -1.504 1.832
H 4.933 -1.626 2.384
H 4.447 -2.215 0.689
H 5.568 0.030 0.175
H 5.388 2.028 1.670
H 3.853 1.293 2.552
H 5.547 0.588 2.797
H 2.550 0.942 0.694
H 3.944 1.838 -1.882
H 3.045 2.866 -0.642
H 4.880 2.376 -0.389
H 2.051 0.312 -1.866
H 3.698 -0.490 -2.005
H -6.528 -1.534 -1.186
H -8.574 0.175 -0.970
H -8.205 2.568 0.305
H -5.793 3.180 1.313
H -3.667 1.440 1.119
Tm 6.971 -0.199 -0.246
*
```